18
Properties=species:S:1:pos:R:3:forces:R:3:mulliken_charge:R:1 method="wB97M-V/def2-TZVPD" smiles="CC(C)(OC(=O)O)C(=O)O" largest_force_ha_per_bohr=0.093 gap_ev=9.25 relative_energy_ev=1.953 e_homo_ev=-9.444
C -0.055230 0.317422 1.797832 -0.220 -0.129 0.022 -1.3885
C -0.033155 -0.333332 0.443753 3.288 2.189 -1.125 1.1053
C 0.517414 -1.734200 0.392955 -0.404 0.071 0.002 -1.5169
O -1.205924 -0.216864 -0.265312 -0.898 2.380 -1.320 -0.4398
C -1.162658 1.147597 -0.855275 -4.290 -1.999 0.674 0.6618
O -1.196211 2.179011 -0.265896 1.116 -0.951 -0.764 -0.4146
O -1.535918 0.951801 -2.146443 0.572 0.955 0.070 -0.4773
C 1.146636 0.738993 -0.551162 0.839 -2.966 3.140 0.5778
O 1.931371 1.374037 0.083903 -0.297 0.520 -0.603 -0.5401
O 1.413777 0.308659 -1.796358 -0.626 0.417 -0.494 -0.4853
H 0.920854 0.245679 2.268092 -0.010 -0.073 0.089 0.3358
H -0.816002 -0.194438 2.393255 0.096 -0.036 0.138 0.3955
H -0.332510 1.366720 1.727360 0.067 -0.072 -0.014 0.3200
H 0.574665 -2.098551 -0.630402 0.097 0.016 -0.046 0.3096
H -0.170754 -2.390549 0.932331 0.054 -0.043 0.086 0.4189
H 1.497113 -1.774353 0.862442 0.008 -0.022 -0.007 0.3680
H -2.095688 0.163763 -2.203528 0.403 -0.175 0.183 0.3827
H 0.602220 -0.051393 -2.187546 0.204 -0.080 -0.031 0.3871

=====

73
Properties=species:S:1:pos:R:3:forces:R:3:mulliken_spin:R:1 method="wB97M-V/def2-TZVPD" largest_force_ha_per_bohr=0.060 gap_ev="5.53 / 4.96" multiplicity=2 total_charge=-2 relative_energy_ev=0.000 e_homo_ev="-2.503 / -2.487"
Ce 10.612026 10.624159 11.561722 1.273 -0.118 2.372 -0.0057
Br 13.393011 10.382169 18.349831 0.694 0.167 -0.110 0.0000
C 13.439679 10.814216 16.497272 2.427 0.393 -0.892 -0.0003
C 14.646732 10.743175 15.645133 -2.568 0.328 0.619 -0.0002
Br 16.429254 10.663209 16.247141 -0.276 -0.228 0.648 0.0000
C 14.434036 10.863206 14.263825 -2.074 -0.544 0.297 -0.0006
Br 15.765785 10.505714 13.039437 0.833 -0.062 -0.772 0.0000
C 13.110086 10.901551 13.709154 0.143 -1.401 0.074 0.0008
O 12.803407 10.427365 12.503536 -0.453 1.096 -0.396 -0.0002
C 11.991473 11.221879 14.516652 0.440 0.533 1.278 0.0002
O 10.834859 11.438796 13.928215 0.673 -0.716 -0.202 0.0003
C 12.249249 11.253478 15.959499 -0.522 0.111 -3.027 -0.0001
Br 10.972607 12.199765 16.918055 -0.796 -0.083 0.700 0.0000
O 8.827884 12.141588 11.705082 0.842 -0.216 -0.238 0.0127
C 9.586653 13.172657 11.673693 0.558 0.575 0.738 0.0040
O 10.820738 13.168501 11.476702 -0.545 -1.309 -0.281 -0.0024
C 8.929955 14.471091 11.988151 -0.766 -0.497 0.416 -0.0050
C 7.533754 14.392442 12.253335 1.500 0.094 0.323 0.0002
C 6.869697 15.590238 12.265589 -0.586 0.693 -0.141 0.0002
C 7.644739 16.760523 12.219574 -0.317 1.088 0.085 -0.0002
C 9.030961 16.693419 12.130332 0.025 0.613 0.727 0.0000
N 9.689016 15.569224 12.000716 -0.558 -1.583 -0.677 -0.0026
H 7.103331 13.438949 12.585606 0.053 0.419 -0.934 -0.0001
H 5.763131 15.566143 12.246530 0.754 0.448 0.436 0.0000
H 7.243187 17.783292 12.333090 -0.207 -0.796 -0.252 0.0000
H 9.717824 17.538527 12.244619 -0.750 0.246 -0.170 0.0000
C 13.635224 9.312632 9.390101 0.689 1.000 -0.546 -0.0010
C 12.846294 8.156954 9.886271 0.030 1.779 0.203 -0.0008
N 11.839953 8.313854 10.724892 0.118 0.965 0.269 -0.0036
C 11.499367 7.083418 11.160912 0.418 -1.455 -0.621 0.0012
C 12.275774 6.160838 10.517066 -0.561 -0.612 0.346 -0.0003
N 13.119088 6.858621 9.673860 -0.498 0.048 0.834 0.0003
H 13.768662 10.133820 10.164217 -0.268 -1.262 -0.765 0.0001
H 13.210085 9.776659 8.483110 -0.216 -0.190 0.421 -0.0008
H 14.620461 8.992861 9.034022 0.075 -0.084 0.350 -0.0001
H 10.757380 6.859444 11.899350 -0.409 0.209 0.081 0.0000
H 12.188935 5.089177 10.548899 0.297 -0.040 -0.074 -0.0001
H 13.947160 6.512364 9.235476 0.087 -0.068 -0.248 0.0000
Se 12.606441 10.877856 5.188441 -0.427 0.290 0.912 0.0194
Sb 10.803099 11.705203 6.668494 -1.516 0.098 -2.165 -0.0479
Se 8.466506 11.628608 5.596795 1.497 -0.047 0.729 0.0014
Se 11.102759 14.190791 7.181592 0.255 -0.151 0.147 0.9996
Se 10.497711 10.765701 8.934519 -0.093 -0.141 -0.465 0.0339
C 6.061869 9.960019 11.591289 -1.865 -0.716 -0.223 0.0000
C 6.204542 8.678463 10.769849 1.944 -0.164 -0.881 -0.0010
C 6.722432 8.833125 9.318440 1.838 -0.724 0.703 0.0012
C 7.168587 7.718414 11.499237 -0.759 0.060 -0.594 0.0024
C 6.890980 6.348548 11.368674 -1.027 1.072 -0.949 0.0004
C 7.431581 5.470294 12.247201 1.148 0.602 1.383 -0.0004
C 8.157009 6.008570 13.319029 -0.611 -2.133 1.205 0.0017
C 8.485013 7.335108 13.445893 1.089 0.432 -1.455 0.0004
C 9.139932 7.838978 14.660565 -0.436 0.759 2.539 -0.0011
C 10.614027 7.643424 14.947378 0.267 1.596 -0.851 0.0000
C 8.723692 9.261610 15.098283 -0.720 0.550 -0.874 0.0004
C 8.248149 8.149658 12.336200 -0.516 -0.356 -1.763 -0.0051
O 9.033961 9.175409 11.960849 -0.375 0.263 1.000 -0.0018
H 5.288514 10.608638 11.177031 0.119 0.170 -0.351 0.0000
H 6.963062 10.503964 11.694661 0.932 0.479 0.094 0.0001
H 5.649220 9.690455 12.571363 0.387 0.016 0.096 0.0000
H 5.256103 8.162485 10.641729 -0.273 -0.043 0.552 0.0001
H 7.732458 9.283301 9.300878 -0.281 -0.196 0.222 0.0006
H 6.163028 9.486647 8.710050 -1.121 0.536 -0.831 0.0001
H 6.866610 7.815800 8.860994 -0.454 0.966 0.245 0.0000
H 6.184362 5.991181 10.570738 0.615 0.568 0.887 0.0000
H 7.221939 4.443366 12.220197 -0.179 -1.302 -0.106 -0.0001
H 8.377534 5.310804 14.180772 -0.045 0.873 -0.926 0.0000
H 8.625266 7.186755 15.401603 0.384 0.310 0.095 -0.0001
H 11.267032 8.282984 14.284006 -0.609 -0.343 0.725 0.0000
H 10.837356 6.637644 14.666490 0.667 -0.934 0.605 0.0000
H 10.722408 7.983310 16.010339 0.562 -0.840 -0.906 0.0000
H 9.132273 10.149374 14.576059 0.098 -0.873 -0.059 -0.0001
H 8.863574 9.486244 16.141321 0.580 -0.383 0.651 -0.0001
H 7.650631 9.315685 14.995978 -0.636 0.169 -0.262 0.0000

=====

55
Properties=species:S:1:pos:R:3:forces:R:3:mulliken_charge:R:1 method="wB97M-V/def2-TZVPD" smiles="COc1ccc(S(=O)(=O)NCCc2nnc3ccc(SCC(=O)Nc4nc(C)cs4)nn23)cc1" largest_force_ha_per_bohr=0.027 gap_ev=8.33 e_homo_ev=-8.526
C -2.273102 1.655643 -4.856277 -0.247 0.160 -0.092 -0.8434
O -1.205643 0.906508 -4.308591 0.183 -0.230 0.110 -0.4662
C -0.607964 1.374782 -3.190013 0.331 0.122 0.289 0.4432
C 0.273666 0.496071 -2.550054 -0.073 0.186 -0.144 -0.3707
C 0.862734 0.841520 -1.351878 0.079 -0.060 0.029 -0.3284
C 0.599474 2.084576 -0.803084 0.277 0.358 0.421 0.0287
S 1.201496 2.508855 0.816152 -0.600 -0.263 0.212 1.3525
O 1.454093 3.917678 0.873674 -0.233 -0.061 -0.155 -0.7111
O 2.264869 1.597757 1.188722 -0.048 0.126 -0.185 -0.8746
N -0.068334 2.092575 1.767615 0.716 0.132 -0.278 -0.1164
C -1.210402 2.939740 1.972713 -0.398 0.284 -0.019 -0.7414
C -2.499681 2.104089 1.899117 0.367 0.188 -0.023 -0.9922
C -2.689242 1.521526 0.550975 0.067 -0.124 0.276 0.9963
N -3.292621 2.099005 -0.460968 -0.111 0.639 0.700 -0.7777
N -3.288838 1.288175 -1.514293 -0.140 -0.715 -0.929 -0.3470
C -2.674954 0.180718 -1.164074 -0.037 0.257 0.572 0.6031
C -2.396887 -1.017374 -1.852505 0.180 -0.441 0.279 -0.7719
C -1.751337 -1.993224 -1.164557 -0.271 0.252 -0.378 -0.4534
C -1.389505 -1.762016 0.197490 -0.163 0.575 0.412 0.5160
S -0.593961 -3.079821 1.017477 0.027 -0.449 0.161 -0.1793
C -0.266158 -2.398197 2.669063 -0.405 0.000 -0.369 -0.9911
C 0.473139 -1.073501 2.652137 -0.129 -0.337 0.169 0.5533
O 0.102507 -0.165315 3.370281 -0.022 0.104 0.307 -0.7613
N 1.526120 -0.938497 1.817088 0.150 0.880 0.048 0.3523
C 2.141627 -1.907269 1.061143 0.525 -1.200 0.290 0.0965
N 2.437907 -1.755609 -0.178483 -0.272 0.699 -0.051 -0.2644
C 3.129778 -2.810397 -0.688011 0.301 -0.670 0.247 -0.0113
C 3.526082 -2.793020 -2.122031 -0.002 0.007 0.073 -1.1463
C 3.377380 -3.802221 0.207283 -0.161 0.062 0.094 -0.3143
S 2.742196 -3.413474 1.761105 0.028 0.703 -0.481 -0.1402
N -1.626887 -0.659500 0.847084 0.321 -0.536 0.566 -0.9834
N -2.264539 0.288123 0.161466 -0.519 0.198 -1.294 0.6670
C -0.214608 2.988355 -1.457065 0.061 0.100 -0.007 -1.0120
C -0.826057 2.640572 -2.647144 0.018 -0.123 -0.243 -0.4892
H -3.036041 1.849485 -4.096782 0.043 0.011 -0.050 0.3356
H -2.687503 1.035789 -5.649711 0.003 0.081 0.028 0.2658
H -1.921335 2.598494 -5.284528 0.005 -0.028 0.014 0.3412
H 0.460397 -0.465154 -3.001879 0.038 -0.138 -0.044 0.5190
H 1.525151 0.154222 -0.848196 0.032 -0.103 -0.058 0.8505
H 0.104481 1.412841 2.501711 0.367 -0.222 -0.003 0.2749
H -1.204947 3.701709 1.192836 -0.184 0.094 0.108 0.3492
H -1.164342 3.440698 2.947355 0.038 0.032 -0.159 0.3882
H -3.353900 2.741972 2.125226 -0.026 -0.084 0.040 0.4258
H -2.429609 1.296274 2.629455 -0.104 0.030 0.084 0.4074
H -2.699369 -1.118946 -2.881012 -0.003 -0.028 -0.136 0.4397
H -1.500672 -2.944295 -1.604502 0.007 -0.091 -0.147 0.4400
H -1.216228 -2.247548 3.181459 0.195 0.076 0.059 0.4785
H 0.311438 -3.166109 3.185201 -0.075 -0.003 -0.026 0.5388
H 1.867743 0.033226 1.653702 -0.132 -0.422 0.150 0.2007
H 4.126190 -3.665746 -2.361918 0.042 -0.033 -0.097 0.3722
H 4.094590 -1.889686 -2.332869 0.066 0.034 -0.075 0.2965
H 2.637781 -2.782706 -2.751323 -0.029 -0.010 -0.102 0.2476
H 3.887742 -4.730545 0.052914 0.105 -0.224 -0.128 0.4825
H -0.364966 3.966219 -1.028984 -0.088 0.158 -0.018 0.4396
H -1.483097 3.345910 -3.126773 -0.100 0.048 -0.046 0.3846